Entry from the OMol25 dataset: a 2-piece molecular cluster, ClIO2S overall at a distorted geometry (wB97M-V/def2-TZVPD).

Element x y z (Å)
I 2.240 -0.638 0.168
S -1.037 -0.134 -0.119
O -1.581 -0.100 1.207
O -1.824 -0.779 -1.130
Cl 2.202 1.651 -0.126

Values from the calculation:
LUMO in Ha: -0.0680
Spin multiplicity: 1
ΔE to the lowest compared entry with this formula, charge and spin in eV: 0.059
Kohn-Sham gap in Eh: 0.312